# C48H52BF5I2N2O2Pt

C48H52BF5I2N2O2Pt as an isolated structure (ωB97M-V/def2-TZVPD, the OMol25 dataset).

```
113
Properties=species:S:1:pos:R:3:forces:R:3
Pt 10.091 18.122 9.828 -1.037 -1.066 -0.294
C 12.446 18.207 6.525 -0.532 0.576 1.309
C 12.422 16.754 7.069 0.656 -1.094 -2.394
C 11.052 16.058 6.848 0.135 1.022 -0.193
C 13.180 16.432 8.322 0.010 0.465 0.686
C 14.138 15.400 8.207 -0.817 0.297 0.455
C 14.894 15.029 9.302 -1.077 1.516 0.715
C 14.714 15.695 10.518 -0.278 -0.345 -1.069
C 13.786 16.729 10.653 0.721 0.279 0.638
C 13.771 17.484 11.986 0.124 -0.177 -0.435
C 13.641 16.578 13.211 0.630 0.670 0.037
C 15.017 18.423 12.143 -0.451 -0.527 -0.447
C 13.009 17.138 9.549 1.453 -1.367 -0.313
N 12.126 18.230 9.669 1.441 0.231 0.287
C 12.601 19.434 9.399 -1.549 -0.861 -0.533
C 11.674 20.514 9.305 -3.072 -1.168 1.190
N 10.314 20.232 9.484 3.118 1.374 -1.124
C 9.431 21.326 9.686 -0.138 0.699 1.546
C 8.786 22.068 8.697 0.851 -0.414 -0.715
C 7.729 22.906 9.011 -0.517 0.887 1.243
C 7.393 23.142 10.337 1.176 -0.855 0.656
C 8.227 22.612 11.368 -1.321 0.416 -0.625
C 9.212 21.710 11.062 0.994 -0.641 -0.916
C 10.117 21.170 12.171 -0.906 0.644 0.263
C 9.257 20.576 13.313 0.801 -0.535 0.154
C 10.998 22.320 12.733 0.308 -0.196 -0.983
C 9.106 22.052 7.210 -0.206 -0.155 -0.070
C 9.385 23.472 6.669 1.395 0.009 0.011
C 10.121 21.049 6.659 -0.222 0.088 -1.141
C 12.414 21.705 9.057 0.156 2.245 0.402
C 12.172 23.080 8.986 -1.035 -1.531 0.571
C 13.222 23.968 8.729 0.541 0.286 -0.551
C 14.544 23.572 8.635 -1.100 0.874 0.026
C 14.811 22.180 8.631 -0.392 0.591 0.532
C 16.057 21.639 8.392 1.502 -1.525 0.247
C 16.244 20.255 8.496 0.445 0.490 -0.744
C 15.207 19.368 8.793 -2.605 0.418 0.306
C 13.899 19.917 8.981 2.921 -0.675 0.248
C 13.756 21.300 8.900 0.769 0.646 -0.909
H 12.075 18.208 5.479 0.151 0.145 0.613
H 13.477 18.607 6.572 -0.433 -0.248 -0.263
H 11.832 18.918 7.181 0.549 -1.084 -1.231
H 13.042 16.200 6.322 -0.153 0.502 0.241
H 10.321 16.745 7.253 -0.703 -0.122 0.120
H 10.944 15.091 7.333 0.182 -0.021 0.058
H 10.877 15.956 5.748 0.071 0.060 0.794
H 14.203 14.827 7.280 0.075 0.361 0.109
H 15.634 14.298 9.255 1.040 -1.316 -0.269
H 15.331 15.335 11.326 -0.063 0.354 0.435
H 12.841 18.048 11.977 0.191 0.569 0.004
H 14.582 16.087 13.423 0.368 -0.200 0.158
H 12.894 15.828 13.088 -0.636 -0.503 -0.156
H 13.365 17.192 14.076 0.019 -0.165 -0.044
H 16.001 17.895 12.156 -0.788 0.060 -0.262
H 14.919 18.879 13.108 0.008 0.502 0.619
H 15.034 19.214 11.381 0.080 -0.284 0.227
H 7.204 23.476 8.229 0.122 -0.602 0.298
H 6.503 23.670 10.607 -0.299 0.557 0.050
H 8.035 22.834 12.426 -0.020 0.046 -0.529
H 10.819 20.427 11.750 -0.578 0.161 0.361
H 8.714 21.364 13.866 0.312 -0.274 -0.172
H 9.965 20.055 13.993 -0.677 0.327 -0.029
H 8.531 19.824 12.969 0.348 0.375 0.042
H 10.479 23.165 13.210 -0.220 -0.372 -0.267
H 11.609 22.710 11.886 -0.207 -0.051 0.655
H 11.656 21.880 13.473 0.304 0.018 0.205
H 8.135 21.736 6.821 0.000 -0.035 -0.540
H 10.460 23.752 6.913 -1.214 -0.201 -0.185
H 8.720 24.220 7.110 0.182 -0.056 -0.206
H 9.311 23.502 5.563 -0.102 -0.059 0.520
H 11.200 21.208 6.893 -0.987 0.051 -0.064
H 9.985 21.127 5.547 0.438 -0.151 0.676
H 9.803 20.042 6.924 0.305 -0.006 0.115
H 11.184 23.462 9.262 0.261 -0.064 -0.536
H 12.920 24.978 8.455 0.339 0.166 0.704
H 15.303 24.362 8.659 -0.004 -0.607 -0.551
H 16.917 22.272 8.159 -0.314 -0.120 0.046
H 17.216 19.832 8.235 -0.149 0.167 0.266
H 15.319 18.289 8.857 0.330 0.202 -0.019
I 10.092 17.140 12.655 0.034 0.177 0.019
I 10.397 17.779 16.387 0.068 0.000 0.025
F 7.822 16.954 8.507 -0.300 -1.134 -1.178
C 8.199 18.081 9.114 -0.532 0.656 3.216
F 7.993 19.098 8.197 -0.255 -0.034 0.006
C 7.098 18.250 10.254 0.631 -0.036 -0.967
F 7.326 19.300 11.043 0.121 0.248 0.028
F 5.901 18.440 9.691 -0.998 0.203 -0.327
F 6.981 17.171 11.032 0.215 0.089 -0.135
C 12.721 10.314 10.929 0.459 -0.156 0.723
C 11.341 10.255 10.225 0.714 -0.936 0.824
C 10.538 9.152 10.983 0.553 0.116 -0.952
C 11.595 9.861 8.758 -0.121 0.029 0.148
C 10.662 11.589 10.335 -1.837 1.122 0.017
C 9.303 11.612 10.792 0.976 0.350 -1.262
C 8.559 12.812 10.770 0.885 -0.922 -0.098
C 9.250 13.945 10.412 -0.996 1.385 1.036
O 8.783 15.224 10.566 0.930 0.069 -0.164
B 9.962 16.092 10.560 -0.213 -0.373 -1.381
O 11.095 15.240 10.148 -1.038 0.009 0.191
C 10.600 13.982 10.120 0.351 -0.122 0.121
C 11.288 12.815 9.952 1.065 -1.647 0.013
H 13.177 9.314 11.057 -0.317 0.221 -0.194
H 12.700 10.769 11.941 -0.364 -0.232 -0.508
H 13.451 10.897 10.374 -0.034 0.190 -0.234
H 11.113 8.241 10.999 0.384 -0.395 -0.059
H 9.578 8.895 10.560 -0.259 0.064 -0.422
H 10.358 9.432 11.996 -0.035 0.349 0.848
H 11.811 8.791 8.626 0.205 0.248 0.176
H 12.409 10.474 8.368 0.107 -0.167 -0.084
H 10.736 10.088 8.146 -0.470 0.036 -0.170
H 8.840 10.644 10.998 -0.085 0.763 0.164
H 7.529 12.853 11.084 -0.127 0.094 0.036
H 12.337 12.825 9.585 -0.736 0.066 0.483
```
Positions in Å, forces in eV/Å.

Properties
**Multiplicity**: 3
**Calculated total energy**: -3359.3621 Eh
**Largest force on an atom**: 3.588 eV/A
**Total charge**: -2